Record 1
C29H49BrN2OP2Pt | ωB97M-V/def2-TZVPD

The geometry in XYZ format:
```
85
Properties=species:S:1:pos:R:3:forces:R:3
N -5.30577 -1.37900 3.61693 0.0 0.5 -0.5
C -4.24187 -0.70649 4.05177 0.4 0.5 -0.7
C -3.58193 0.24597 3.24112 -0.1 -0.7 0.2
C -4.03348 0.53447 1.93096 -0.3 -0.5 0.1
C -5.20777 -0.13182 1.50964 -0.2 -1.0 0.2
C -5.77623 -1.08976 2.39315 -0.1 0.3 -0.8
C -3.24717 1.35180 1.02558 -0.2 -1.2 1.8
Pt -0.22992 0.55309 -1.86542 -1.2 -0.9 1.2
P 1.99000 0.46442 -1.73803 -0.8 -0.1 0.3
C -3.41987 1.34121 -0.32026 2.3 -0.2 -3.4
C -2.51744 2.06993 -1.23329 -2.3 0.8 1.0
C -2.54713 1.88937 -2.68547 0.0 -0.2 0.7
C -1.43469 2.30139 -3.41541 -1.2 -0.8 -0.4
C -0.47086 2.97492 -2.69364 3.1 0.9 -0.1
C -0.61780 3.55646 -1.41474 -1.3 0.5 0.6
C -1.79418 3.19694 -0.71525 1.1 0.4 -0.3
Br 1.13332 3.50470 -3.74922 -2.5 1.3 0.1
H -2.32497 1.73397 1.43509 -0.1 0.7 0.2
H -3.74953 0.39743 -0.79176 -1.1 0.9 0.3
H -2.62041 0.61577 3.55493 0.1 0.4 0.2
H -5.56462 -0.03379 0.46058 0.0 0.0 1.1
H -3.87223 -0.99216 5.04429 -0.1 0.3 -0.4
H -6.63514 -1.71093 2.07938 0.5 0.6 0.1
H -3.53175 1.65965 -3.12737 0.9 -0.7 0.0
H -2.27438 3.75011 0.14286 1.3 -0.8 -0.7
H -1.27944 2.22107 -4.49893 -0.6 -0.1 0.5
H 0.12484 4.31395 -1.11662 -0.8 -0.3 0.0
P -0.63216 -1.68891 -0.69099 -0.4 -3.2 0.1
C 2.30706 1.96799 -0.71478 0.1 -0.2 -0.1
C 3.25078 2.95282 -1.37696 0.0 0.7 0.0
H 2.67654 1.58150 0.25517 0.0 0.0 -0.5
H 1.33212 2.44097 -0.48039 0.6 -0.3 -0.2
H 3.30819 3.83105 -0.71760 0.4 -0.1 -0.3
H 4.25410 2.53738 -1.56510 -0.4 0.3 0.1
H 2.77783 3.28427 -2.32146 1.1 -0.2 1.0
C 1.92821 0.47254 -3.58636 -0.2 1.1 0.1
C 3.23955 0.54535 -4.35143 -0.3 -0.1 -0.6
H 1.32974 1.41362 -3.77209 1.0 -1.7 0.0
H 1.24625 -0.32142 -3.96713 0.7 0.0 0.6
H 2.92480 0.83442 -5.36274 0.6 0.0 0.0
H 3.92954 1.30155 -3.93889 -0.3 -0.4 -0.3
H 3.70956 -0.44641 -4.41694 0.1 0.4 0.1
C 3.21939 -0.71669 -1.13330 -0.8 -0.4 0.1
C 4.63301 -0.19732 -1.36141 0.3 -0.1 0.0
H 3.02935 -1.67442 -1.64428 0.2 0.3 0.1
H 3.02353 -0.87404 -0.05965 0.0 0.1 -0.5
H 5.30538 -1.03732 -1.16798 0.1 0.2 -0.1
H 4.78645 0.14133 -2.39677 0.1 -0.1 0.5
H 4.87293 0.60707 -0.65211 0.0 -0.2 -0.3
C 0.26305 -2.76243 0.62987 0.0 0.2 0.8
C 1.70368 -3.20129 0.33602 0.0 0.1 0.2
H -0.30583 -3.71407 0.88649 0.5 1.5 -1.1
H 0.20049 -2.11690 1.55145 0.3 -0.8 -0.9
H 1.89377 -4.21577 0.71358 -0.2 0.3 0.0
H 1.90907 -3.23306 -0.73391 0.1 0.0 0.1
H 2.41297 -2.53841 0.83279 0.0 -0.1 -0.2
C -0.46172 -2.77425 -2.24679 0.3 0.6 0.4
C -1.34693 -2.11479 -3.31196 0.0 0.1 -0.4
H -0.69532 -3.85272 -2.11296 0.0 0.8 0.3
H 0.60611 -2.72727 -2.53389 -0.4 0.0 0.0
H -0.94398 -2.25500 -4.32342 -0.2 -0.1 0.2
H -2.37703 -2.50088 -3.30024 0.3 0.2 0.0
H -1.37881 -1.01139 -3.12480 -0.2 -0.7 -0.4
C -2.35879 -2.26880 -0.13332 -0.8 0.4 -0.3
C -2.48802 -2.87162 1.29256 0.0 0.2 -0.1
H -2.77461 -3.00280 -0.87177 0.6 0.7 0.4
H -2.99871 -1.36391 -0.21234 0.1 -0.7 0.2
H -3.51675 -3.17746 1.51957 0.1 0.3 -0.3
H -1.86900 -3.76434 1.43502 -0.5 0.3 -0.1
H -2.17705 -2.14010 2.04519 -0.1 -0.1 0.0
C 2.09202 0.90779 4.95232 -0.1 0.5 0.2
N 1.74527 0.10520 3.79908 -0.5 0.2 -0.6
C 2.19248 -1.27803 3.75536 0.0 -0.1 -0.1
C 1.00073 0.60589 2.77930 1.0 -0.4 0.5
C 0.58458 2.04925 2.94196 -0.3 0.0 -0.3
O 0.75349 -0.08875 1.78891 -0.3 0.5 -0.1
H 2.72137 0.31347 5.60411 0.0 0.1 0.2
H 1.19762 1.24155 5.49101 0.2 -0.2 0.1
H 2.63824 1.80940 4.65989 0.1 -0.1 0.1
H 1.35108 -1.97042 3.64629 0.1 0.1 0.1
H 2.88417 -1.45386 2.92525 -0.1 0.1 0.1
H 2.71155 -1.45958 4.69437 -0.1 -0.3 -0.2
H 0.01147 2.37966 2.07573 0.1 -0.2 -0.1
H -0.06056 2.15389 3.81836 0.2 0.2 0.1
H 1.45816 2.70375 3.03323 -0.2 -0.1 0.2
```
Positions in Å, forces in eV/Å.

Computed properties:
* ΔE to the lowest compared entry with this formula, charge and spin: 199.1 kJ/mol
* orbital gap (spin up / spin down): 4.97 / 4.46 eV
* electronic energy: -4694.46825 a.u.
* HOMO level (spin up / spin down): -0.4438 / -0.5160 hartree
* total charge: +2
* multiplicity: 3
* ⟨S²⟩: 2.0364



Record 2
C29H50F2INO7 | ωB97M-V/def2-TZVPD

The geometry in XYZ format:
```
90
Properties=species:S:1:pos:R:3:forces:R:3
C 4.09728 2.19893 3.10245 0.9 -0.4 -0.7
C 2.83213 1.16101 3.19762 0.4 -0.2 1.0
C 1.35540 1.86754 3.28362 0.3 0.1 0.5
C 1.01855 2.88741 2.04573 -0.8 -0.2 0.8
C -0.00460 2.29463 0.91085 -0.3 1.3 -0.8
C -1.55911 2.76516 1.24239 0.6 0.6 0.3
C -2.00433 2.55160 2.80671 -1.2 0.0 0.2
C -3.64294 2.83793 2.87038 0.0 -0.4 -0.7
O 0.30354 3.19495 -0.25015 2.1 -0.5 -1.1
C 1.40045 2.72114 -1.15844 -2.1 -1.7 2.3
I 0.46933 2.98437 -3.12278 0.2 -0.5 0.4
N 2.66732 3.59306 -1.12991 0.4 0.8 -1.1
C 3.37876 3.58235 -2.46534 2.0 6.7 -4.9
O 3.62469 4.73536 -3.14773 -1.5 -8.5 5.3
F 3.92352 2.34366 -3.13422 -2.2 3.4 3.2
C 2.35073 5.00852 -0.67843 -4.7 6.0 -2.8
O 1.48406 5.84037 -1.29374 6.7 -6.4 4.9
F 3.01622 5.53219 0.57280 -1.8 -2.5 -4.1
C 1.67055 1.18116 -0.58710 -0.7 -0.9 0.8
C 2.09735 0.00614 -1.65145 0.6 0.0 -0.4
C 3.68906 -0.31577 -1.42520 0.1 -0.3 -1.0
C 4.01635 -1.77693 -0.75797 2.1 0.4 0.2
C 4.78579 -2.71705 -1.89456 -1.4 0.2 0.1
C 3.58210 -3.29869 -2.87365 1.5 1.7 -0.9
O 3.02038 -4.53413 -2.30577 -3.1 2.0 0.6
C 1.70134 -4.30102 -1.68112 -0.2 -1.2 6.1
C 0.35950 -3.74657 -2.45507 0.4 0.4 0.3
O 1.57974 -4.57877 -0.37364 0.9 1.5 -8.2
C 0.26440 0.82811 0.23127 0.3 -0.4 -0.9
O -0.62417 0.47319 -0.92519 -0.9 1.5 1.8
C 0.19302 -0.53588 1.13608 0.4 -0.6 -0.4
C -1.31048 -0.90494 1.70688 1.3 -1.0 0.8
C -1.42683 -2.57340 1.71813 -0.3 0.3 0.5
C -2.97282 -3.11729 1.75870 0.4 -1.5 0.0
C -3.36268 -3.97205 0.37626 -0.3 0.1 -0.3
C -4.39178 -3.11439 -0.57075 0.6 -1.0 0.0
C -3.58417 -1.93256 -1.37083 -1.4 0.6 -0.4
C -4.58017 -0.60615 -1.56306 0.5 -0.3 0.0
O -5.01241 -0.52172 -2.99056 -1.1 1.5 2.3
C -5.95967 0.62663 -3.10500 -0.4 0.0 -0.5
H 4.59141 2.47300 4.13001 -1.2 -0.6 -1.9
H 3.88151 3.20045 2.53697 0.2 -1.9 1.1
H 4.93848 1.64123 2.46503 -1.7 1.3 1.4
H 2.97885 0.55062 4.21070 -0.4 1.2 -2.2
H 2.94921 0.37497 2.32935 -0.5 1.6 1.6
H 0.51614 1.03190 3.42775 1.8 1.9 -0.5
H 1.33461 2.51559 4.27229 0.1 -1.4 -1.9
H 0.46510 3.82680 2.53208 1.2 -2.0 -1.3
H 1.96365 3.31927 1.50765 -1.7 -1.1 1.2
H -1.57128 3.94420 1.05460 0.1 -2.6 0.3
H -2.34793 2.33339 0.45942 1.8 0.6 1.8
H -1.44345 3.28289 3.55344 -1.1 -1.5 -1.8
H -1.84848 1.47042 3.22630 -0.1 2.0 -1.1
H -4.08617 2.52636 1.81340 0.8 0.7 2.2
H -3.89910 3.97579 3.04112 0.5 -2.4 -0.2
H -4.17467 2.14151 3.65713 1.1 1.6 -1.4
H 2.44033 1.23793 0.29737 -1.0 0.2 -2.0
H 1.95907 0.32129 -2.79465 0.1 -0.3 2.7
H 1.44858 -0.98981 -1.54090 1.3 2.4 0.1
H 4.19342 -0.29093 -2.50684 -1.0 0.0 2.4
H 4.19926 0.54189 -0.80995 -1.0 -1.7 -1.2
H 3.10238 -2.31891 -0.26763 1.7 1.0 -1.1
H 4.83856 -1.57964 0.08442 -1.9 -0.5 -1.6
H 5.49490 -2.04186 -2.54762 -1.4 -1.3 1.4
H 5.42474 -3.58054 -1.40901 -1.5 1.6 -1.1
H 4.06994 -3.44187 -3.95024 -1.3 -0.4 2.3
H 2.76090 -2.44662 -3.02806 1.7 -1.9 0.5
H -0.09179 -4.58213 -3.13915 1.1 1.7 1.1
H -0.44433 -3.48967 -1.63732 1.8 -0.6 -1.4
H 0.58806 -2.73141 -3.02269 -0.5 -2.4 0.9
H -1.58307 0.64990 -0.69525 1.7 -0.2 -0.2
H 0.95231 -0.58872 2.02481 -1.4 0.3 -1.7
H 0.48541 -1.43496 0.40687 -0.5 2.1 1.4
H -2.18714 -0.40118 1.11659 1.7 -1.0 1.2
H -1.29429 -0.60628 2.86256 -0.5 -0.4 -2.6
H -0.85615 -2.96244 2.69047 -1.2 0.9 -2.2
H -0.89853 -3.07453 0.80196 -0.9 1.2 1.6
H -3.02209 -3.93078 2.63100 -0.1 2.0 -1.7
H -3.76739 -2.26981 1.96392 1.7 -1.7 -0.4
H -2.41125 -4.20803 -0.28635 -1.7 0.5 1.5
H -3.82538 -5.03897 0.64262 0.9 2.5 -0.5
H -5.25541 -2.71878 0.12011 1.6 -0.6 -1.5
H -4.84449 -3.87042 -1.37519 0.8 1.8 1.8
H -3.36566 -2.33594 -2.45350 -0.2 0.9 2.2
H -2.59602 -1.57847 -0.84992 -1.9 -0.9 -0.9
H -5.53003 -0.68396 -0.84504 2.0 0.1 -1.6
H -4.00488 0.38904 -1.28057 -1.1 -1.8 -0.6
H -6.69020 0.66978 -2.17018 1.6 0.0 -1.9
H -6.63963 0.49428 -4.06632 1.6 0.1 2.0
H -5.34340 1.61601 -3.23175 -1.2 -1.8 0.5
```
Positions in Å, forces in eV/Å.

Computed properties:
* orbital gap: 8.76 eV
* electronic energy: -2213.22084 a.u.
* HOMO level: -0.3541 hartree
* SMILES: CCCC[C@@]1(CCC)O[C@@](I)(N(C(=O)F)C(=O)F)[C@H](CCCCCOC(C)=O)[C@@]1(O)CCCCCCCCOC
* multiplicity: 1